Formula: C22H28CuN2O3S2Sb
Source: the OMol25 dataset
Level of theory: ωB97M-V/def2-TZVPD

Geometry as ORCA input:
```
! wB97M-V def2-TZVPD RIJCOSX def2/J DEFGRID3
* xyz -1 2
Cu -0.6981 -0.0533 0.1490
O -1.5500 1.5107 0.7133
C -2.6036 1.5724 1.4861
C -2.8293 2.7916 2.1539
C -3.9965 3.0159 2.8476
C -4.9324 1.9763 3.0051
C -4.6845 0.7579 2.3948
C -3.5495 0.5197 1.6228
C -3.4494 -0.7119 0.8671
N -2.4159 -1.0339 0.1661
N -2.4550 -2.1538 -0.6569
C -1.2739 -2.2958 -1.1931
O -0.2569 -1.5174 -1.0654
C -1.1311 -3.4922 -2.0699
C -1.9455 -4.5836 -1.8342
C -1.8639 -5.7088 -2.6559
C -0.9764 -5.7540 -3.6893
C -0.1355 -4.6609 -3.9029
C -0.2232 -3.5248 -3.1235
H -2.1065 3.5804 2.0383
H -4.2039 3.9758 3.3058
H -5.8520 2.1068 3.5596
H -5.3949 -0.0750 2.5303
H -4.3034 -1.3570 0.8639
H -2.6385 -4.5328 -0.9933
H -2.5574 -6.5236 -2.4590
H -0.9232 -6.6465 -4.2828
H 0.5519 -4.6853 -4.7107
H 0.3802 -2.6448 -3.2993
C 1.2972 -1.7328 5.1872
O 2.1412 -1.5077 4.0762
C 1.6716 -0.9394 2.9253
S 2.8109 -1.0414 1.6765
S 0.1643 -0.2224 2.8130
H 1.9229 -2.1376 5.9638
H 0.5532 -2.4656 4.9292
H 0.7728 -0.8346 5.5553
C 3.6725 1.1832 -2.7563
C 3.0430 0.4124 -1.5794
Sb 1.4199 1.3005 -0.4952
C 2.3750 2.5605 0.9504
C 3.8368 2.8690 0.6907
C 0.6821 2.7388 -1.8893
C 1.5578 3.9351 -2.1211
H 4.3636 0.5171 -3.2468
H 4.2268 2.0548 -2.4285
H 2.9211 1.5264 -3.4968
H 3.7653 0.1978 -0.7865
H 2.6808 -0.5739 -1.8673
H 2.2608 1.9359 1.8620
H 1.7492 3.4518 1.0969
H 4.4382 1.9632 0.6096
H 4.2535 3.4108 1.5530
H 3.9914 3.4852 -0.2158
H -0.2897 2.9936 -1.4320
H 0.3946 2.2113 -2.7953
H 1.8880 4.4186 -1.1925
H 0.9963 4.7418 -2.6438
H 2.4571 3.6956 -2.7101
*
```

## Properties
E_HOMO (spin up / spin down)   -4.3108 / -4.3143 eV
Electronic energy   -3867.4991 Eh
Relative energy (zero: lowest compared OMol25 entry of this formula, charge and spin)   0.00 kJ/mol
LUMO (spin up / spin down)   2.8 / 2.8 eV
Kohn-Sham gap (spin up / spin down)   7.1493 / 7.1197 eV
<S²>   0.75